No. 1
84
Properties=species:S:1:pos:R:3:forces:R:3 method="wB97M-V/def2-TZVPD" smiles="CCC[C@H](CCC(N)=O)OCCN(CCCI)C(=O)C(F)(F)C(F)(F)C(F)(F)C(=O)O.O=C1C=C(O)C(=O)C=C1O.O=C1C=C(O)C(=O)C=C1O" homo_lumo_gap_ha=0.28305 total_charge=0 e_lumo_ev=-1.84
C 0.863 6.060 2.849 0.5 -0.1 0.3
C 2.253 5.514 2.490 -0.3 0.3 -0.3
C 2.256 4.605 1.263 0.1 -0.2 0.6
C 1.658 3.205 1.512 0.6 0.5 0.1
C 2.747 2.159 1.629 0.1 0.3 0.3
C 3.619 2.402 2.862 -0.4 -0.1 -0.5
C 4.540 1.255 3.157 0.4 -0.4 0.8
N 4.942 0.467 2.024 0.1 0.4 -0.1
O 4.896 1.002 4.286 -0.1 0.2 -0.4
O 0.786 2.821 0.473 -0.2 -0.5 0.1
C -0.482 3.446 0.545 0.1 -0.1 -0.4
C -1.452 2.682 -0.346 0.3 0.2 0.1
N -2.314 1.718 0.336 0.1 0.5 0.3
C -1.577 0.755 1.188 -1.2 -1.3 -0.4
C -1.849 -0.693 0.746 0.7 0.3 -0.2
C -1.375 -1.706 1.786 -0.5 0.1 -0.4
I -2.995 -2.765 2.717 0.2 0.1 0.0
C -3.405 2.334 0.927 0.0 0.8 0.0
O -3.476 3.514 1.208 0.0 -0.5 -0.6
C -4.658 1.477 1.162 0.6 -0.6 0.7
F -5.078 0.868 0.038 0.0 0.2 0.2
F -4.325 0.488 2.053 -0.1 0.1 -0.1
C -5.813 2.250 1.834 -0.1 0.1 0.2
F -6.785 1.311 2.076 0.1 0.2 -0.1
F -5.428 2.738 3.035 -0.1 -0.3 -0.6
C -6.479 3.381 0.998 -0.6 0.5 0.4
F -6.310 3.173 -0.318 0.3 0.1 0.3
F -5.981 4.592 1.341 -0.1 -0.4 -0.2
C -8.007 3.410 1.298 -1.2 -0.3 -1.1
O -8.820 3.226 0.434 1.0 0.2 0.9
O -8.322 3.705 2.589 0.6 0.1 -0.3
H 0.954 7.090 3.171 -0.1 0.3 0.1
H 0.174 6.038 2.015 -0.2 -0.1 -0.2
H 0.451 5.515 3.690 -0.4 -0.2 0.0
H 2.679 5.021 3.356 0.2 -0.2 0.1
H 2.899 6.359 2.268 0.2 0.1 0.0
H 3.278 4.477 0.917 0.2 0.0 -0.2
H 1.710 5.120 0.483 -0.1 0.0 -0.3
H 1.137 3.229 2.476 -0.5 0.0 0.0
H 3.369 2.190 0.744 0.0 -0.3 -0.3
H 2.296 1.178 1.748 -0.1 -0.2 -0.3
H 2.979 2.543 3.725 0.0 0.1 0.4
H 4.209 3.306 2.741 0.2 0.2 0.0
H 4.654 -0.491 2.178 -0.1 -0.2 -0.1
H 5.953 0.440 1.995 0.2 0.0 0.1
H -0.413 4.467 0.176 0.0 0.3 0.1
H -0.825 3.463 1.575 -0.2 0.1 0.2
H -2.068 3.395 -0.875 -0.3 0.0 -0.1
H -0.874 2.144 -1.088 0.1 -0.2 -0.1
H -0.513 0.913 1.092 0.2 0.5 0.2
H -1.905 0.848 2.218 0.2 0.2 0.3
H -1.254 -0.845 -0.152 0.0 -0.1 -0.3
H -2.875 -0.825 0.441 -0.3 -0.1 0.1
H -0.770 -2.466 1.320 0.2 -0.3 0.1
H -0.815 -1.223 2.572 0.1 0.0 0.3
H -8.496 2.885 3.061 -0.2 -0.2 0.2
O 3.986 -1.708 0.410 -0.2 0.0 0.0
C 4.177 -2.592 -0.405 0.4 -0.3 0.1
C 5.202 -3.614 -0.273 -0.1 0.2 0.1
C 5.339 -4.542 -1.230 0.2 0.0 0.3
O 6.245 -5.507 -1.175 -0.1 0.0 -0.1
C 4.462 -4.557 -2.450 -0.4 0.3 -0.1
O 4.652 -5.425 -3.282 0.1 -0.2 0.1
C 3.431 -3.545 -2.571 0.0 -0.1 -0.2
C 3.286 -2.622 -1.614 -0.1 0.0 -0.3
O 2.361 -1.672 -1.655 0.1 0.0 0.1
H 5.826 -3.593 0.608 0.0 0.0 0.0
H 6.130 -6.035 -1.988 0.0 -0.1 -0.1
H 2.798 -3.578 -3.446 0.0 0.1 0.0
H 2.486 -1.137 -0.849 0.0 0.1 0.0
O 0.800 -5.735 -2.858 0.3 0.0 0.0
C 0.064 -5.850 -3.819 -0.4 0.0 0.1
C -1.385 -5.796 -3.735 0.2 0.0 0.1
C -2.120 -5.945 -4.844 -0.1 0.1 0.3
O -3.445 -5.905 -4.845 0.0 0.0 -0.1
C -1.491 -6.171 -6.190 0.5 0.0 -0.2
O -2.231 -6.312 -7.145 -0.2 0.0 0.0
C -0.041 -6.204 -6.277 -0.2 0.0 -0.1
C 0.697 -6.054 -5.169 0.1 -0.1 -0.3
O 2.024 -6.076 -5.185 -0.1 0.1 0.2
H -1.828 -5.635 -2.763 0.0 0.0 0.0
H -3.719 -6.043 -5.771 0.0 0.0 -0.1
H 0.401 -6.353 -7.252 0.0 0.0 0.0
H 2.329 -5.959 -4.265 0.1 0.0 0.0

=====

No. 2
94
Properties=species:S:1:pos:R:3:forces:R:3 method="wB97M-V/def2-TZVPD" smiles="C#C[C@]1(P(C)C)C[C@@H](N)OC1=O.O=C1OC[C@@H](F)O1.O=C1OC[C@@H](F)O1.O=C1OC[C@@H](F)O1.O=C1OC[C@@H](F)O1.O=C1OC[C@@H](F)O1.O=C1OC[C@@H](F)O1.O=C1OC[C@@H](F)O1" homo_lumo_gap_ha=0.26868 total_charge=0 e_lumo_ev=0.09
C -6.090 0.510 1.099 1.1 0.7 0.8
C -4.877 0.323 1.134 0.1 -0.4 0.5
C -3.314 0.231 1.375 -0.3 1.8 -0.7
P -3.125 0.769 3.181 -1.8 -1.0 1.7
C -1.824 -0.224 4.110 1.0 0.5 0.5
C -2.899 2.621 3.378 0.9 0.9 -0.8
C -2.699 1.302 0.318 -2.5 -2.2 -0.5
C -2.709 0.336 -0.982 1.3 1.8 0.7
N -1.357 0.554 -1.551 -1.2 -0.2 -1.2
O -2.867 -1.047 -0.550 1.1 0.7 1.4
C -2.652 -1.114 0.859 -1.0 0.3 -0.9
O -2.124 -2.033 1.427 -0.9 1.5 -0.9
H -7.110 0.919 1.336 1.6 -1.0 -0.7
H -2.337 -0.910 4.857 0.5 0.8 -1.2
H -1.241 0.523 4.748 -0.6 -1.0 -0.9
H -1.116 -0.820 3.467 -0.7 0.7 0.7
H -3.809 3.183 2.982 1.0 -1.0 0.4
H -2.827 2.892 4.483 0.0 -0.7 -1.4
H -2.002 3.015 2.804 -1.0 -0.3 1.0
H -3.559 2.002 0.115 1.5 0.0 0.5
H -1.713 1.766 0.595 -1.3 -0.9 -0.4
H -3.552 0.599 -1.695 0.9 -0.7 0.9
H -1.443 0.410 -2.567 0.6 -0.2 0.5
H -1.067 1.538 -1.454 -0.4 -0.7 0.2
O -1.643 1.938 6.782 0.4 0.4 -0.1
C -0.740 2.654 6.482 -0.8 -0.4 0.5
O -0.870 3.988 6.239 0.1 -0.6 0.0
C 0.444 4.502 6.046 0.0 0.9 -0.1
C 1.204 3.280 5.628 0.5 -0.1 0.3
F 2.492 3.340 6.045 0.1 -0.1 -0.1
O 0.551 2.240 6.329 -0.5 0.4 -0.4
H 0.809 4.926 6.985 0.1 -0.1 -0.1
H 0.453 5.280 5.284 -0.2 -0.1 0.1
H 1.173 3.075 4.555 0.2 0.0 0.1
O 0.160 7.589 7.943 -0.5 0.0 -0.2
C -0.994 7.587 7.649 1.0 0.3 0.4
O -1.957 8.274 8.321 0.3 -0.4 -0.4
C -3.164 8.120 7.583 -0.6 0.5 0.4
C -2.911 6.854 6.821 -0.2 -0.2 -0.7
F -3.540 6.873 5.622 0.0 -0.1 0.0
O -1.515 6.888 6.599 -0.1 0.2 0.7
H -3.303 8.984 6.929 0.0 -0.2 -0.2
H -4.024 8.041 8.248 0.2 0.0 0.1
H -3.175 5.942 7.362 0.0 0.0 -0.2
O 0.359 0.444 -5.628 0.1 -0.5 0.2
C 0.576 -0.608 -5.111 -0.5 0.9 -0.3
O 0.094 -0.975 -3.893 0.4 0.2 -0.9
C 0.463 -2.338 -3.699 -0.6 -0.2 1.0
C 1.644 -2.481 -4.606 -0.1 -0.3 -0.3
F 1.726 -3.739 -5.109 0.2 -0.1 -0.1
O 1.345 -1.591 -5.665 0.0 0.3 0.6
H -0.371 -2.985 -3.987 0.2 0.0 -0.2
H 0.712 -2.533 -2.657 -0.4 0.3 -0.5
H 2.597 -2.203 -4.150 0.0 -0.2 -0.1
O 2.170 -3.424 -1.841 0.8 0.1 0.8
C 2.516 -2.735 -0.927 0.0 -0.5 -0.5
O 3.759 -2.764 -0.375 -0.7 0.0 -0.2
C 3.806 -1.713 0.584 0.8 0.0 0.4
C 2.357 -1.516 0.911 -0.3 0.7 0.2
F 2.098 -0.223 1.217 -0.1 0.0 0.1
O 1.711 -1.832 -0.307 0.5 -0.7 0.0
H 4.259 -0.827 0.130 -0.2 0.1 0.0
H 4.395 -2.001 1.454 0.0 -0.2 -0.2
H 1.982 -2.166 1.705 -0.1 0.2 0.0
O -1.533 3.851 0.869 0.0 1.0 -0.3
C -2.102 4.879 0.667 0.3 -0.9 0.0
O -2.512 5.297 -0.561 0.2 -0.1 0.6
C -3.260 6.491 -0.360 -0.3 0.3 -0.8
C -2.731 6.981 0.953 -0.5 0.3 0.5
F -3.687 7.638 1.650 0.1 0.1 0.1
O -2.415 5.784 1.637 0.3 -0.1 -0.6
H -4.326 6.250 -0.320 0.1 0.1 0.2
H -3.091 7.202 -1.169 0.1 -0.2 0.0
H -1.837 7.605 0.874 -0.1 0.1 0.1
O -0.768 -9.229 -4.643 0.5 0.3 -0.1
C 0.139 -8.525 -4.952 -1.0 -0.5 0.5
O 0.020 -7.195 -5.221 0.3 -0.6 0.0
C 1.339 -6.695 -5.415 -0.1 0.9 -0.2
C 2.093 -7.929 -5.805 0.3 -0.2 0.2
F 3.382 -7.870 -5.380 0.2 -0.1 0.0
O 1.430 -8.951 -5.089 -0.3 0.4 -0.4
H 1.702 -6.257 -4.482 0.2 -0.2 -0.1
H 1.359 -5.932 -6.192 -0.2 -0.1 0.1
H 2.067 -8.154 -6.874 0.2 0.0 0.1
O 5.706 -7.728 -10.049 0.2 0.0 0.6
C 6.082 -7.647 -8.924 -0.4 -0.3 -1.1
O 5.363 -8.065 -7.844 0.4 0.3 -0.3
C 6.208 -7.920 -6.708 -0.5 -0.3 0.8
C 7.181 -6.876 -7.163 0.7 -0.1 0.0
F 8.398 -7.064 -6.598 0.1 0.2 0.0
O 7.285 -7.119 -8.552 -0.7 0.1 0.2
H 6.689 -8.877 -6.490 0.2 0.2 -0.1
H 5.639 -7.607 -5.834 -0.1 0.0 -0.2
H 6.850 -5.848 -6.994 0.2 0.0 0.0

=====

No. 3
75
Properties=species:S:1:pos:R:3:forces:R:3 method="wB97M-V/def2-TZVPD" homo_lumo_gap_ha="0.25481 / 0.21199" multiplicity=5 s_squared=6.045 total_charge=-1 e_lumo_ev="2.43 / 0.24"
Pt -0.037 0.350 0.045 0.3 0.0 0.0
C -1.521 -1.721 3.354 0.1 0.8 -0.3
Si -0.953 0.102 3.305 -1.0 -0.1 0.7
C -2.104 1.452 2.609 0.3 -0.7 0.1
C -0.815 0.561 5.171 0.3 -0.1 -0.7
N 0.419 0.190 2.248 0.2 0.0 -0.6
C 1.713 0.110 2.508 -0.3 0.1 -0.1
C 2.220 0.072 3.830 0.4 0.0 0.3
C 3.559 0.020 4.099 -0.5 0.0 0.3
C 4.478 0.001 3.044 0.3 0.0 -0.5
C 4.037 0.032 1.748 0.5 0.0 0.4
C 2.664 0.074 1.412 -0.1 0.0 -0.3
N 2.228 0.082 0.156 -0.8 0.1 0.0
Si 3.234 -0.016 -1.258 0.5 -0.1 -0.9
C 4.319 -1.600 -1.245 -0.3 0.7 0.2
C 4.307 1.573 -1.403 -0.4 -0.7 0.1
C 2.208 -0.160 -2.851 0.3 0.1 0.7
H -2.504 -1.820 3.806 -0.2 0.0 0.1
H -0.824 -2.319 3.935 0.2 0.1 0.1
H -1.565 -2.151 2.361 0.0 -0.1 -0.2
H -3.100 1.394 3.033 -0.2 0.0 0.1
H -2.182 1.355 1.529 -0.1 0.0 0.0
H -1.708 2.442 2.820 0.2 0.1 0.2
H -1.813 0.614 5.597 -0.3 0.0 -0.1
H -0.344 1.527 5.322 0.1 0.2 0.0
H -0.269 -0.178 5.750 0.1 -0.2 0.1
H 1.509 0.099 4.636 -0.1 0.0 0.2
H 3.905 0.005 5.123 0.0 0.0 0.1
H 5.537 -0.036 3.257 0.1 0.0 0.0
H 4.759 0.037 0.950 0.1 0.0 -0.1
H 5.016 -1.636 -0.415 0.1 0.0 0.2
H 4.892 -1.688 -2.164 0.1 0.1 -0.2
H 3.680 -2.475 -1.169 -0.2 -0.1 0.0
H 5.029 1.664 -0.598 0.1 0.0 0.2
H 3.675 2.456 -1.364 -0.2 0.1 0.0
H 4.851 1.595 -2.342 0.1 -0.1 -0.2
H 1.308 -0.739 -2.672 -0.1 -0.1 0.0
H 2.772 -0.659 -3.633 0.3 -0.1 -0.1
H 1.918 0.814 -3.234 -0.1 0.2 0.0
O 0.268 5.546 -4.737 0.0 0.1 -0.1
C 0.158 4.677 -3.919 0.0 -0.1 0.2
S 0.661 4.836 -2.228 0.0 -0.1 0.2
C 0.198 3.219 -1.681 0.6 0.8 1.3
C -0.346 2.403 -2.640 -0.7 -1.0 -0.8
S -0.882 0.811 -2.408 0.4 0.4 0.1
S -0.519 3.084 -4.258 0.0 -0.3 0.2
S 0.421 2.835 -0.034 -0.1 -0.2 -0.7
O -2.654 -0.154 -0.119 -0.2 0.3 0.0
C -3.041 -1.520 -0.200 0.9 -0.9 -0.1
C -1.723 -2.458 -0.202 -1.4 0.7 0.0
O -1.915 -3.655 -0.327 0.0 -0.7 -0.1
O -0.631 -1.864 -0.106 1.4 0.7 0.1
C -3.744 -1.754 -1.518 -0.2 0.1 0.0
C -2.996 -1.842 -2.685 -0.1 -0.1 0.0
C -3.624 -2.002 -3.906 0.1 0.1 -0.1
C -5.006 -2.036 -3.978 -0.1 -0.1 -0.1
C -5.756 -1.924 -2.820 -0.1 0.0 -0.1
C -5.130 -1.795 -1.595 0.1 0.0 0.0
C -3.916 -1.861 0.979 -0.1 0.2 0.2
C -4.449 -0.844 1.762 0.1 -0.1 -0.2
C -5.214 -1.139 2.876 -0.1 0.1 0.1
C -5.485 -2.454 3.207 -0.1 0.0 0.1
C -5.014 -3.470 2.391 0.0 0.0 0.0
C -4.238 -3.180 1.283 0.0 -0.1 0.0
H -2.560 0.180 -1.025 -0.1 0.1 0.2
H -1.918 -1.796 -2.633 0.1 -0.1 0.0
H -3.030 -2.093 -4.802 0.1 0.0 -0.1
H -5.498 -2.156 -4.933 0.0 0.0 -0.1
H -6.835 -1.931 -2.866 -0.1 -0.1 0.0
H -5.715 -1.725 -0.690 -0.1 0.0 0.1
H -4.263 0.177 1.483 0.1 0.1 0.0
H -5.593 -0.331 3.488 -0.1 0.0 0.0
H -6.067 -2.687 4.088 0.0 0.0 0.0
H -5.242 -4.501 2.623 0.0 -0.1 0.0
H -3.854 -3.968 0.655 0.1 -0.1 0.0

=====

The records above give, respectively, energy values of -3109.35288; -3950.48417; -3826.58761 hartree.
The records above give, respectively, strongest force on any atom values of 0.036; 0.066; 0.031 hartree/bohr.